Run 1
{"formula": "C3H3NOS2", "method": "the ωB97M-V functional and the def2-TZVPD basis", "orbital_gap_ev": 8.700, "species": ["S", "C", "O", "N", "C", "C", "S", "H", "H", "H"], "coordinates": [[2.53638, -0.46425, -0.14832], [1.09771, 0.34859, -0.01879], [0.78382, 1.55598, -0.51428], [-0.56804, 1.84420, -0.43777], [-1.15994, 0.80193, 0.01298], [-0.24935, -0.30095, 0.39438], [-0.60898, -1.90735, -0.41476], [-2.24192, 0.86535, 0.19765], [-0.28317, -0.46536, 1.47931], [0.69349, -2.27815, -0.55039]]}

---

Run 2
{"formula": "C3H3NOS2", "method": "the ωB97M-V functional and the def2-TZVPD basis", "orbital_gap_ev": [7.966, 7.963], "species": ["C", "C", "C", "N", "O", "S", "S", "H", "H", "H"], "coordinates": [[-0.58856, -0.90697, 0.61045], [-0.17491, -1.49802, -0.47631], [-0.16760, 0.45630, 0.93403], [0.59389, 1.09219, 0.00319], [0.36467, 1.00656, -2.56590], [-0.54579, 1.17672, 2.35453], [1.13175, 0.42083, -1.49097], [-1.24432, -1.35286, 1.35473], [-0.22565, -2.43552, -0.97230], [0.85652, 2.04078, 0.24855]]}

---

Energetically preferred structure: run 1 | next structure: +0.917 eV

---

Run 1
{"formula": "C4H4ClF", "method": "the ωB97M-V functional and the def2-TZVPD basis", "orbital_gap_ev": 10.847, "species": ["C", "C", "C", "C", "F", "Cl", "H", "H", "H", "H"], "coordinates": [[-0.56395, 0.55527, -1.90338], [-0.11196, 0.10769, -0.54595], [0.25522, -0.15935, 0.56577], [0.57815, -0.64866, 1.80728], [1.89667, -0.54583, 2.06757], [-0.30555, 0.39289, 2.90907], [-0.69497, -0.21839, -2.59871], [0.23948, 1.15073, -2.28647], [-1.53551, 1.07202, -1.82547], [0.24243, -1.70637, 1.81028]]}

---

Run 2
{"formula": "C4H4ClF", "method": "the ωB97M-V functional and the def2-TZVPD basis", "orbital_gap_ev": 10.490, "species": ["C", "C", "Cl", "H", "H", "H", "C", "C", "F", "H"], "coordinates": [[-0.47644, 1.12236, 0.28466], [-1.01488, 0.17649, -0.45667], [-2.43118, -0.68712, 0.00332], [-0.89594, 1.42056, 1.22715], [0.41201, 1.63167, -0.03736], [-0.61148, -0.14392, -1.40717], [1.46259, -1.92684, 0.15486], [2.05998, -0.90498, 0.00894], [2.76590, 0.16118, -0.12425], [0.84733, -2.76867, 0.22456]]}

---

Energetically preferred structure: run 1 | next structure: +1.497 eV

---

Run 1
{"formula": "C3H7N2S", "method": "the ωB97M-V functional and the def2-TZVPD basis", "orbital_gap_ev": 10.061, "total_charge": 1, "species": ["C", "C", "C", "N", "N", "S", "H", "H", "H", "H", "H", "H", "H"], "coordinates": [[2.14288, 1.06389, -0.00191], [2.39140, -0.27018, -0.22002], [0.60090, 1.17195, 0.12671], [0.03066, 0.00994, 0.06448], [-2.53848, -0.82399, -0.13315], [1.02814, -1.32397, -0.19219], [2.83891, 1.89192, 0.09470], [3.46408, -0.72131, -0.16420], [0.11751, 2.02400, 0.74860], [-1.03197, -0.20441, 0.11437], [-3.12267, -0.03825, -0.57983], [-3.02401, -1.08859, 0.83806], [-2.89735, -1.69099, -0.69562]]}

---

Run 2
{"formula": "C3H7N2S", "method": "the ωB97M-V functional and the def2-TZVPD basis", "orbital_gap_ev": [8.532, 8.503], "total_charge": 1, "species": ["C", "C", "C", "N", "N", "S", "H", "H", "H", "H", "H", "H", "H"], "coordinates": [[-0.73451, 0.43529, -1.67866], [-1.83176, 0.31297, -0.64758], [0.35295, -0.53468, 0.60160], [0.44409, 0.14000, -1.52794], [1.61357, -0.04762, 1.16913], [-1.05914, 0.37788, 0.99580], [-1.09705, 0.80486, -2.63834], [-2.55533, 1.12637, -0.69185], [-2.34861, -0.63805, -0.79681], [0.31138, -1.59090, 0.39881], [2.25497, 0.16257, 0.38412], [2.06934, -0.72790, 1.79323], [1.43627, 0.82661, 1.69010]]}

---

Run 3
{"formula": "C3H7N2S", "method": "the ωB97M-V functional and the def2-TZVPD basis", "orbital_gap_ev": [7.494, 7.495], "total_charge": 1, "species": ["C", "C", "C", "N", "N", "S", "H", "H", "H", "H", "H", "H", "H"], "coordinates": [[1.63481, 1.29183, -0.06542], [0.05227, 2.61899, 1.30234], [0.39759, -1.52815, 0.06016], [0.90360, 2.01613, 0.60477], [-0.54591, -1.90026, -1.02665], [1.68245, -0.56454, -0.35337], [2.59720, 1.62214, -0.42112], [-0.61761, 3.32044, 0.83079], [0.02487, 2.49009, 2.37538], [0.01146, -1.62312, 1.05427], [-1.41447, -1.34176, -1.04018], [-0.80302, -2.89145, -0.94644], [-0.05201, -1.76689, -1.92009]]}

---

Run 4
{"formula": "C3H7N2S", "method": "the ωB97M-V functional and the def2-TZVPD basis", "orbital_gap_ev": 9.133, "total_charge": 1, "species": ["C", "C", "C", "N", "N", "S", "H", "H", "H", "H", "H", "H", "H"], "coordinates": [[1.91718, -0.53587, 0.01010], [-0.09491, 0.86381, -0.09516], [-1.83019, -1.16051, 0.43805], [0.99698, 0.26413, -0.16993], [0.33494, 2.61048, 0.31863], [-1.79792, 0.63272, -0.14353], [2.00694, -1.13779, 0.89284], [2.53183, -0.71714, -0.82941], [-1.02286, -1.52760, -0.18849], [-2.85905, -1.40787, 0.15732], [-1.70052, -1.00010, 1.43416], [0.98687, 2.90438, -0.32554], [-0.49334, 3.15403, 0.06082]]}

---

Energetically preferred structure: run 1 | next structure: +1.963 eV

---

Run 1
{"formula": "H8O4", "method": "the ωB97M-V functional and the def2-TZVPD basis", "orbital_gap_ev": 9.837, "species": ["O", "H", "H", "O", "H", "H", "O", "H", "H", "O", "H", "H"], "coordinates": [[1.62675, -7.09797, 13.82627], [2.12358, -6.96337, 13.01927], [2.29401, -7.23030, 14.49968], [2.86347, -6.38723, 9.51255], [3.28337, -6.79322, 8.75420], [3.11124, -5.46424, 9.45854], [5.04151, -7.16206, 12.54381], [4.70118, -6.35193, 12.16420], [5.98784, -7.11109, 12.40931], [2.96380, -7.27462, 11.40439], [3.11253, -8.15223, 11.05238], [2.80344, -6.73073, 10.63322]]}

---

Run 2
{"formula": "H8O4", "method": "the ωB97M-V functional and the def2-TZVPD basis", "orbital_gap_ev": 11.901, "species": ["O", "H", "H", "O", "H", "H", "O", "H", "H", "O", "H", "H"], "coordinates": [[0.92662, 2.78159, -2.15251], [1.44773, 3.33665, -2.73268], [0.02313, 3.06056, -2.30117], [-2.26012, 1.14173, -0.45648], [-1.42943, 0.67211, -0.53155], [-2.80495, 0.57921, 0.09394], [0.08416, -4.00216, 2.00837], [0.25990, -3.77562, 2.92161], [0.36065, -3.23154, 1.51246], [0.80717, -0.40049, 0.59584], [1.28047, 0.10877, 1.25377], [1.30469, -0.27083, -0.21157]]}

---

Energetically preferred structure: run 2 | next structure: +1.841 eV

---

Run 1
{"formula": "H8O4", "method": "the ωB97M-V functional and the def2-TZVPD basis", "orbital_gap_ev": 11.331, "species": ["O", "H", "H", "O", "H", "H", "O", "H", "H", "O", "H", "H"], "coordinates": [[0.45392, 2.47292, 1.09625], [1.39292, 2.51292, 0.86125], [0.14492, 2.06692, 0.26325], [-0.40908, -1.36008, 1.81125], [-0.88408, -2.13108, 1.55125], [-0.77208, -1.19808, 2.68925], [0.68192, -0.20908, -0.41175], [0.27192, -0.60608, 0.34725], [1.52592, -0.65708, -0.58575], [-1.19608, -0.41408, -2.54675], [-0.59708, -0.12108, -3.24775], [-0.61308, -0.35608, -1.82775]]}

---

Run 2
{"formula": "H8O4", "method": "the ωB97M-V functional and the def2-TZVPD basis", "orbital_gap_ev": 12.339, "species": ["O", "H", "H", "O", "H", "H", "O", "H", "H", "O", "H", "H"], "coordinates": [[-0.51143, -1.24429, -1.03853], [-0.09821, -0.43699, -1.38822], [-1.23648, -1.40802, -1.68614], [-0.59535, -1.16033, 1.58945], [-0.66282, -1.35607, 0.62644], [0.13256, -1.78299, 1.76079], [0.52089, 1.17761, -1.51773], [1.33327, 1.50325, -1.82450], [0.56011, 1.28387, -0.50386], [0.55343, 1.16864, 1.11502], [-0.05488, 1.85593, 1.46789], [0.05890, 0.39938, 1.39941]]}

---

Energetically preferred structure: run 2 | next structure: +0.507 eV

---

Run 1
{"formula": "H8O4", "method": "the ωB97M-V functional and the def2-TZVPD basis", "orbital_gap_ev": 10.963, "species": ["O", "H", "H", "O", "H", "H", "O", "H", "H", "O", "H", "H"], "coordinates": [[21.09200, 38.73800, 22.50600], [20.49400, 39.50300, 22.69200], [21.93100, 39.23600, 22.61500], [21.64500, 37.14900, 25.27600], [21.62300, 37.77000, 26.01200], [21.69900, 37.70900, 24.47100], [19.45600, 41.09300, 22.84800], [19.27500, 41.36700, 23.72500], [18.51800, 41.10400, 22.54100], [20.11200, 37.88200, 20.02700], [20.33700, 38.08900, 20.87400], [19.19100, 38.11700, 19.92900]]}

---

Run 2
{"formula": "H8O4", "method": "the ωB97M-V functional and the def2-TZVPD basis", "orbital_gap_ev": 10.433, "species": ["O", "H", "H", "O", "H", "H", "O", "H", "H", "O", "H", "H"], "coordinates": [[1.03682, 3.42396, 1.51412], [0.50668, 2.63727, 1.26051], [1.62267, 3.57233, 0.76715], [-0.23985, 1.35072, 0.21520], [-0.25113, 0.39214, 0.06602], [-0.58279, 1.72832, -0.60170], [0.24747, -3.15044, 0.66789], [0.61447, -3.61634, -0.08999], [-0.16244, -2.35223, 0.29750], [-0.68594, -1.05506, -1.22269], [-1.59844, -1.23476, -0.95182], [-0.50752, -1.69593, -1.92221]]}

---

Energetically preferred structure: run 2 | next structure: +0.142 eV

---

Run 1
{"formula": "H8O4", "method": "the ωB97M-V functional and the def2-TZVPD basis", "orbital_gap_ev": 12.075, "species": ["O", "H", "H", "O", "H", "H", "O", "H", "H", "O", "H", "H"], "coordinates": [[-2.02648, -0.32505, -0.08821], [-2.51935, -0.24251, 0.76367], [-1.45486, 0.50375, -0.16436], [0.29010, -1.81214, 0.11262], [-0.58209, -1.35381, -0.05951], [0.55260, -2.29700, -0.74643], [1.95489, 0.34994, 0.10866], [1.47777, -0.52108, 0.27615], [2.52735, 0.17877, -0.66583], [-0.37112, 1.85548, -0.11147], [0.51717, 1.38322, -0.20157], [-0.36600, 2.28044, 0.77628]]}

---

Run 2
{"formula": "H8O4", "method": "the ωB97M-V functional and the def2-TZVPD basis", "orbital_gap_ev": 12.121, "species": ["O", "H", "H", "O", "H", "H", "O", "H", "H", "O", "H", "H"], "coordinates": [[-1.32348, 3.04108, -2.33562], [-1.32037, 3.51951, -1.49785], [-0.41831, 3.26051, -2.58756], [2.53579, 0.02380, 1.77527], [3.03824, 0.69860, 2.22735], [3.14242, -0.59470, 1.34512], [-4.38118, 0.01574, -0.24376], [-4.52450, -0.77310, -0.77794], [-5.19145, 0.51567, -0.22558], [3.03884, -3.10717, 0.71489], [3.78075, -3.42862, 1.22688], [2.56188, -2.66343, 1.41888]]}

---

Energetically preferred structure: run 1 | next structure: +0.941 eV